A structure of composition BH20NiO8 at a distorted geometry. Source: OMol25; level of theory: ωB97M-V with the def2-TZVPD basis set.

ORCA input file:
```
! wB97M-V def2-TZVPD RIJCOSX def2/J DEFGRID3
* xyz 2 4
Ni -0.687 0.666 1.600
O 0.099 -1.243 2.277
O -2.189 -0.261 0.638
O 1.218 -1.037 -2.955
O -1.672 2.535 1.372
O 0.799 1.857 -3.153
O -1.989 -2.143 -1.931
O 0.667 1.379 3.072
O 2.308 -1.759 0.516
B 0.435 0.638 -0.237
H -1.852 -2.722 -2.681
H -0.054 -0.276 0.064
H -0.164 -1.796 3.013
H 1.894 -0.763 -2.335
H 1.001 0.925 -3.233
H 1.603 -1.314 0.047
H 1.221 0.786 3.579
H 0.698 -1.789 1.768
H -0.283 1.338 -0.635
H -1.264 -1.519 -1.974
H -3.117 -0.042 0.723
H 0.938 2.255 3.348
H 2.157 -2.689 0.349
H 0.670 1.995 -2.214
H 1.702 -1.459 -3.665
H 0.953 1.107 0.586
H 1.179 0.444 -0.994
H -1.481 3.473 1.366
H -2.180 -1.070 0.127
H -2.608 2.482 1.562
*
```

gap between HOMO and LUMO (alpha / beta)	10.992 / 4.099	eV
highest occupied orbital energy (alpha / beta)	-17.4607 / -17.4601	eV
relative energy (zero: lowest compared OMol25 entry of this formula, charge and spin)	0.00	kcal per mole

Atom charges from the Mulliken analysis, given in e for atoms 1 to 4: 0.5368 -0.4147 -0.4090 -0.6040